Entry 1:
A 2-piece molecular cluster, C2H2F2N4 overall at a distorted geometry, computed with ωB97M-V with the def2-TZVPD basis set.

Each line ends with the Löwdin charge.
CARTESIAN COORDINATES (ANGSTROEM)
C -0.1103 1.9240 -0.0985  -0.39
C 0.0193 -0.8325 0.0556  -0.20
N 0.9323 2.4598 -0.1719  0.13
N -0.7887 -1.7674 0.1626  0.11
N 1.2870 -0.7135 0.0750  0.18
N -0.9688 0.9988 -0.3658  -0.01
F -2.0952 -1.7814 -0.1879  0.00
F -1.9647 0.8429 0.5647  -0.09
H 1.8301 -1.1652 -0.6053  0.11
H 1.8589 0.0346 0.5717  0.16

* 2S+1: 1
* energy above the lowest of the compared OMol25 structures with the same formula, charge and spin: 626.5 kJ/mol



Entry 2:
A 2-piece molecular cluster, C2H2F2O2 overall at a distorted geometry, computed with ωB97M-V with the def2-TZVPD basis set.

Each line ends with the Löwdin charge.
CARTESIAN COORDINATES (ANGSTROEM)
C -0.9448 1.0620 -1.1075  -0.27
C 0.5054 -0.3276 0.9955  -0.23
O -0.6906 2.0798 -1.6454  0.09
O 0.4575 -1.5936 0.6082  0.07
F -2.0099 0.2916 -1.4281  0.02
F 1.6696 0.3071 0.8325  0.05
H -0.0714 -0.0470 1.8566  0.12
H 1.0842 -1.7722 -0.1118  0.13

* 2S+1: 1
* energy above the lowest of the compared OMol25 structures with the same formula, charge and spin: 343.0 kJ/mol